Molecular formula: C4H6FLaNO2
Method: DFT, ωB97M-V with the def2-TZVPD basis set

As for the LUMO energy: -14.71 eV. Its HOMO energy is -22.3 eV. The multiplicity is 1. The calculation puts the calculated total energy at -13366.348 eV. The charge is +3. The HOMO-LUMO gap is 7.6302 eV.

Each line ends with the Mulliken charge.
Geometry (Å):
C: -0.35 1.65 0.08  -1.16
C: -0.35 0.46 0.93  0.44
C: 0.72 -0.55 1.04  -0.75
N: 1.13 -0.86 -0.30  -0.20
C: -0.08 -1.26 -0.83  0.60
O: -1.12 -0.79 -0.30  -0.35
O: -0.12 -2.12 -1.84  0.00
F: 0.92 -1.70 -2.70  -0.04
H: 0.28 2.48 0.38  0.48
H: -0.85 1.58 -0.88  0.48
H: -1.25 0.25 1.55  0.21
H: 1.58 -0.20 1.64  0.43
H: 0.32 -1.40 1.59  0.37
H: 1.61 -0.17 -0.87  0.35
La: -2.43 2.63 0.52  2.16

Molecular formula: H25O13
Method: DFT, ωB97M-V with the def2-TZVPD basis set

As for the LUMO energy (alpha / beta): -0.77 / -5.85 eV. Its HOMO energy (alpha / beta) is -11.0 / -11.0 eV. The multiplicity is 2. The calculation puts the calculated total energy at -27018.510 eV. The HOMO-LUMO gap (alpha / beta) is 10.2102 / 5.1352 eV. The energy relative to the best compared isomer or geometry (same formula, charge and spin) comes out at 34.45 kcal per mole.

Each line ends with the Mulliken charge.
Geometry (Å):
O: 0.88 -0.85 -2.23  -0.64
H: 0.90 -3.53 0.37  0.33
H: -3.01 -3.41 -0.91  0.33
O: -0.52 -1.79 -0.16  -0.35
H: -1.21 -1.32 -0.67  0.29
H: 1.22 -2.25 1.20  0.32
O: 1.40 1.40 -0.97  -0.69
H: 1.29 1.48 -3.69  0.33
O: 3.05 2.47 0.98  -0.61
H: 3.32 1.55 0.95  0.29
H: 2.14 2.56 0.62  0.48
O: -1.97 -3.35 1.45  -0.54
H: 1.70 -1.26 -2.56  0.37
H: -1.95 -2.97 2.37  0.37
O: 0.29 2.19 1.43  -0.61
H: -0.43 2.81 1.46  0.19
H: -0.22 1.34 1.34  0.39
O: 1.60 -2.99 0.72  -0.61
H: -1.90 0.41 1.25  0.33
H: 1.14 0.50 -1.37  0.46
O: -2.27 -3.51 -1.52  -0.64
H: -1.14 -2.84 1.29  0.14
H: 1.41 1.97 4.07  0.30
O: 2.07 0.93 -3.94  -0.62
H: 0.63 -1.39 -1.40  0.34
H: -0.18 2.72 -0.43  0.57
O: -3.22 1.00 -0.61  -0.64
H: 1.59 1.35 -0.04  -0.11
H: -2.42 1.35 -1.02  0.34
O: 0.93 1.22 3.77  -0.59
H: 1.28 0.86 2.96  0.29
H: -0.61 2.78 -1.87  0.30
O: -0.82 3.16 -1.02  -0.67
H: -0.90 -0.69 1.14  0.36
H: -1.63 -2.96 -1.04  0.29
O: -1.37 -0.12 1.83  -0.73
H: -3.36 0.08 -0.79  0.30
H: 2.27 1.11 -2.98  0.33

Molecular formula: C4H6N2O
Method: DFT, ωB97M-V with the def2-TZVPD basis set

As for the LUMO energy: 0.81 eV. Its HOMO energy is -9.0 eV. The multiplicity is 1. The calculation puts the calculated total energy at -9270.562 eV. The HOMO-LUMO gap is 9.7766 eV. The energy relative to the best compared isomer or geometry (same formula, charge and spin) comes out at 67.80 kcal per mole.

Each line ends with the Mulliken charge.
Geometry (Å):
C: 1.38 -1.27 -0.29  -1.15
C: -0.77 -1.25 0.58  -0.33
C: -0.05 -0.87 -0.70  0.42
N: -0.23 0.58 -0.90  -0.64
C: -0.78 0.96 0.17  0.49
N: -1.20 2.18 0.58  -0.43
O: -1.05 -0.08 1.12  -0.18
H: 1.47 -2.36 -0.29  0.33
H: 2.06 -0.82 -1.01  0.34
H: 1.66 -0.94 0.72  0.30
H: -0.32 -1.42 -1.61  0.34
H: -1.31 2.33 1.58  0.25
H: -0.86 2.96 0.04  0.27

Molecular formula: C35H47F5N7O5P2S3ScSeTe
Method: DFT, ωB97M-V with the def2-TZVPD basis set

As for the LUMO energy (alpha / beta): 1.99 / 1.98 eV. Its HOMO energy (alpha / beta) is -1.7 / -3.9 eV. The multiplicity is 2. The calculation puts the calculated total energy at -215747.584 eV. The charge is -1. The HOMO-LUMO gap (alpha / beta) is 3.7193 / 5.8816 eV. The energy relative to the best compared isomer or geometry (same formula, charge and spin) comes out at 12.88 kcal per mole.

Each line ends with the Mulliken charge.
Geometry (Å):
Sc: -0.70 0.44 -0.68  0.25
C: -2.36 2.67 -2.41  -0.55
N: -2.73 1.72 -1.37  0.06
C: -3.27 2.32 -0.16  -0.49
C: -2.13 2.90 0.60  -0.45
N: -1.03 2.23 0.81  1.79
C: -0.23 3.07 1.60  -0.50
C: 1.02 2.89 2.18  0.07
C: 1.52 3.92 2.96  -1.19
C: 0.83 5.12 3.15  -0.58
C: -0.40 5.32 2.57  -1.15
C: -0.92 4.28 1.82  0.62
N: -2.12 4.13 1.16  -0.05
C: -1.32 2.04 -3.28  -0.54
N: -0.42 1.21 -2.81  2.05
C: 0.45 0.99 -3.87  -0.60
C: 1.66 0.30 -3.91  0.15
C: 2.36 0.30 -5.10  -0.96
C: 1.87 0.95 -6.24  -0.52
C: 0.69 1.66 -6.21  -1.18
C: 0.01 1.69 -5.00  0.86
N: -1.13 2.36 -4.58  -0.04
H: -3.21 3.01 -3.01  0.43
H: -1.90 3.54 -1.93  0.25
H: -3.38 1.05 -1.76  0.00
H: -4.04 3.09 -0.35  0.49
H: -3.71 1.52 0.43  -0.19
H: 1.58 1.99 2.03  0.51
H: 2.49 3.78 3.44  0.47
H: 1.27 5.90 3.76  0.39
H: -0.94 6.25 2.69  0.40
H: -2.85 4.82 1.11  0.25
H: 2.03 -0.18 -3.02  0.01
H: 3.31 -0.21 -5.15  0.44
H: 2.45 0.90 -7.16  0.38
H: 0.32 2.18 -7.09  0.41
H: -1.70 2.95 -5.15  0.21
C: 1.02 -1.78 6.25  -1.00
C: 0.56 -0.41 5.78  -0.35
O: 0.75 -0.29 4.37  -0.26
P: -0.51 -0.31 3.36  0.69
S: 0.42 -0.46 1.60  -0.28
S: -1.91 0.96 3.88  -0.58
O: -1.06 -1.82 3.69  -0.04
C: -2.35 -2.20 3.23  0.21
C: -2.68 -3.58 3.78  -1.58
H: 1.01 -1.83 7.34  0.40
H: 2.03 -1.96 5.90  0.25
H: 0.37 -2.55 5.84  0.14
H: 1.15 0.38 6.25  0.38
H: -0.50 -0.24 6.02  0.32
H: -2.35 -2.22 2.13  -0.34
H: -3.08 -1.47 3.55  0.58
H: -2.00 -4.33 3.37  0.29
H: -3.70 -3.84 3.50  0.38
H: -2.59 -3.58 4.86  0.39
F: 6.77 4.74 -3.22  -0.33
C: 5.59 4.28 -2.76  0.77
C: 4.40 4.87 -3.15  0.04
F: 4.44 5.91 -4.01  -0.33
C: 3.20 4.40 -2.67  0.33
F: 2.08 5.00 -3.09  -0.34
C: 3.11 3.33 -1.77  -0.01
Se: 1.47 2.77 -1.05  -0.71
C: 4.33 2.76 -1.40  0.09
F: 4.36 1.74 -0.53  -0.33
C: 5.55 3.21 -1.88  -0.13
F: 6.69 2.63 -1.50  -0.33
C: -5.42 -1.40 1.43  -1.16
C: -4.75 -2.37 0.47  0.46
O: -4.52 -1.74 -0.79  -0.35
P: -2.98 -1.60 -1.32  -0.54
O: -2.24 -0.84 -0.25  1.04
Te: -3.24 -0.94 -3.55  -0.34
O: -2.47 -3.14 -1.17  -0.25
C: -2.73 -4.16 -2.14  -0.48
C: -1.44 -4.74 -2.69  -0.89
H: -5.75 -1.93 2.32  0.41
H: -6.29 -0.94 0.95  0.35
H: -4.71 -0.61 1.72  0.07
H: -5.39 -3.24 0.30  0.40
H: -3.81 -2.72 0.90  -0.27
H: -3.32 -3.74 -2.96  0.43
H: -3.33 -4.93 -1.65  0.20
H: -0.81 -3.93 -3.07  0.11
H: -1.67 -5.43 -3.50  0.43
H: -0.88 -5.27 -1.92  0.17
C: 3.61 -1.72 1.22  -1.12
N: 3.01 -2.00 -0.09  0.25
C: 3.58 -1.20 -1.16  -1.33
C: 1.73 -2.44 -0.19  -0.56
S: 0.68 -1.86 -1.41  -0.20
N: 1.39 -3.48 0.60  0.49
C: 0.02 -3.77 0.95  -0.71
C: 2.38 -4.26 1.31  -1.24
H: 3.89 -0.66 1.25  0.28
H: 4.52 -2.32 1.38  0.30
H: 2.90 -1.89 2.02  0.37
H: 4.67 -1.24 -1.06  0.45
H: 3.26 -0.16 -1.10  0.28
H: 3.29 -1.61 -2.12  0.53
H: -0.65 -3.12 0.40  -0.19
H: -0.13 -3.60 2.02  0.39
H: -0.23 -4.81 0.71  0.31
H: 3.34 -4.18 0.81  0.40
H: 2.06 -5.30 1.31  0.37
H: 2.49 -3.94 2.35  0.31

Molecular formula: C13H15Cl5O3PdS4
Method: DFT, ωB97M-V with the def2-TZVPD basis set

As for the LUMO energy: -0.26 eV. Its HOMO energy is -7.3 eV. The multiplicity is 1. The calculation puts the calculated total energy at -129285.274 eV. The HOMO-LUMO gap is 7.0578 eV. The energy relative to the best compared isomer or geometry (same formula, charge and spin) comes out at 346.54 kcal per mole.

Each line ends with the Mulliken charge.
Geometry (Å):
Pd: 0.43 -0.55 -0.55  -0.02
C: -1.51 -1.09 -3.41  -0.76
C: -1.52 -2.36 -2.55  -0.71
S: -1.34 -2.24 -0.75  -0.15
C: -2.86 -1.42 -0.21  -0.84
C: -3.02 0.06 -0.56  -0.51
S: -1.62 1.05 0.03  -0.16
C: -1.35 2.21 -1.33  -0.49
C: -1.25 1.65 -2.75  -0.92
S: -0.24 0.16 -3.00  -0.02
H: -2.49 -0.60 -3.40  0.39
H: -1.33 -1.40 -4.44  0.48
H: -0.68 -2.99 -2.83  0.34
H: -2.43 -2.92 -2.77  0.45
H: -2.84 -1.54 0.87  0.34
H: -3.71 -1.98 -0.58  0.52
H: -3.94 0.43 -0.10  0.51
H: -3.11 0.20 -1.63  0.11
H: -0.42 2.71 -1.05  0.32
H: -2.14 2.96 -1.32  0.42
H: -0.80 2.43 -3.37  0.43
H: -2.23 1.46 -3.17  0.41
C: 3.59 2.01 2.31  -0.71
S: 0.36 -1.36 2.63  0.79
O: -0.50 -1.79 3.96  -0.22
O: 0.88 -2.54 2.02  -0.43
O: -1.27 -1.37 2.75  -0.24
H: 4.02 0.72 1.79  0.34
H: 3.65 2.97 1.77  0.15
H: 1.25 1.61 1.11  0.12
Cl: 2.54 1.07 1.33  0.03
C: 2.28 -0.18 -0.40  0.40
C: 3.40 -0.34 -1.14  0.46
C: 3.56 -1.51 -2.01  -0.24
Cl: 2.48 -2.83 -2.13  -0.20
C: 4.77 -1.44 -2.62  0.02
Cl: 5.46 -2.60 -3.67  -0.20
C: 5.41 -0.21 -2.22  0.47
Cl: 6.89 0.35 -2.86  -0.20
C: 4.61 0.45 -1.35  -0.29
Cl: 4.88 2.08 -0.89  -0.20

Molecular formula: C4H2N2
Method: DFT, ωB97M-V with the def2-TZVPD basis set

As for the LUMO energy: -0.85 eV. Its HOMO energy is -11.2 eV. The multiplicity is 1. The calculation puts the calculated total energy at -7158.758 eV. The HOMO-LUMO gap is 10.3476 eV. The energy relative to the best compared isomer or geometry (same formula, charge and spin) comes out at 3.51 kcal per mole.

Each line ends with the Mulliken charge.
Geometry (Å):
C: 0.03 1.22 -0.01  -0.73
C: -0.01 -0.10 0.01  0.58
C: 1.18 -0.93 -0.01  0.13
N: 2.17 -1.51 0.00  -0.35
C: -1.26 -0.83 -0.04  0.13
N: -2.22 -1.49 0.02  -0.37
H: -0.87 1.83 -0.06  0.31
H: 0.97 1.81 0.09  0.30